Formula: C3H14N2O2
Source: the Open Molecules 2025 dataset
Level of theory: the ωB97M-V functional and the def2-TZVPD basis

XYZ file:
```
21
Properties=species:S:1:pos:R:3:forces:R:3:lowdin_charge:R:1
C -0.610038 1.751497 0.512692 0.9 -0.2 -1.8 -0.2875
C 0.234084 0.534944 0.870314 0.8 0.0 -0.5 -0.2378
C -0.615241 -0.639688 1.287671 -0.5 -0.1 1.4 -0.2873
N 0.211576 -1.856046 1.492667 -1.1 -0.9 1.1 -0.0386
N 0.292864 2.814998 -0.026561 1.1 -2.8 -0.1 0.0025
H -1.405055 1.446728 -0.207712 0.5 0.1 0.3 0.1100
H -1.103350 2.095749 1.381593 -0.5 0.7 1.0 0.0897
H 0.850838 0.249015 -0.014497 -0.4 0.2 0.6 0.1039
H 0.958613 0.809892 1.666486 -0.4 -0.1 -0.3 0.1220
H -1.343912 -0.899961 0.516431 -0.1 0.3 0.1 0.1118
H -1.163457 -0.366882 2.252918 0.4 -0.3 -1.2 0.1310
H 1.003176 -1.601703 2.058925 0.5 0.2 0.1 0.0725
H -0.306506 -2.530579 2.126902 0.7 1.0 -1.3 0.1140
H -0.207874 3.609820 -0.243568 -1.4 2.1 -0.4 0.0157
H 0.703145 2.499343 -0.933043 -0.5 0.1 1.1 0.0753
H 0.453178 -2.272413 -0.207050 0.2 0.1 -1.6 0.0364
H 0.473384 -3.197029 -1.452829 -0.1 -1.4 -0.6 0.0130
O 0.518281 -2.287226 -1.243265 -0.1 1.3 2.2 -0.1009
H -0.226389 0.176274 -3.237588 0.2 0.2 1.5 0.0604
H 0.130989 -0.637858 -1.949668 -0.2 0.9 -0.4 0.0045
O -0.068367 0.290529 -2.262249 -0.1 -1.1 -1.2 -0.1106
```
Forces are in eV/Å.

Calculated values
Gap between HOMO and LUMO (eV): 9.800
Total charge: 0
E_LUMO (eV): 0.8
E (Ha): -382.68425
Structure (SMILES): NCCCN.O.O
HOMO level (Ha): -0.3304
Maximum force (eV Å⁻¹): 2.98